The following is a DFT calculation (ωB97M-V/def2-TZVPD) of C54H53N2O4P2S3W as an isolated structure in a non-equilibrium geometry.

charge = +3
ΔE to the lowest compared entry with this formula, charge and spin = 0.0 kJ/mol
multiplicity = 3
HOMO energy (alpha / beta) = -14.47 / -14.55 eV
orbital gap (alpha / beta) = 6.78 / 4.76 eV
<S²> = 2.011

XYZ file:
```
119
C54H53N2O4P2S3W ωB97M-V/def2-TZVPD
W 0.031 -0.846 1.554
O 1.347 0.793 0.951
S 0.950 1.003 -0.555
C 0.736 2.697 -0.934
C 1.657 3.460 -1.628
C 1.300 4.637 -2.307
C -0.024 4.981 -2.356
C -0.740 6.083 -3.102
C -2.236 5.926 -2.713
C -2.275 4.708 -1.818
C -3.301 4.067 -1.193
C -2.997 2.999 -0.318
C -1.720 2.538 -0.090
P -1.438 1.479 1.389
C -3.066 1.348 2.168
C -4.016 0.523 1.555
C -5.298 0.427 2.072
C -5.640 1.153 3.209
C -4.704 1.977 3.816
C -3.416 2.081 3.298
C -0.544 2.684 2.450
C -0.819 4.044 2.324
C -0.210 4.972 3.158
C 0.688 4.555 4.128
C 0.974 3.202 4.261
C 0.361 2.279 3.428
C -0.645 3.100 -0.856
C -0.966 4.215 -1.638
C 2.194 0.372 -1.584
C 3.470 0.871 -1.693
C 4.296 0.529 -2.781
C 3.773 -0.273 -3.764
C 4.336 -0.720 -5.097
C 3.215 -1.590 -5.737
C 2.102 -1.601 -4.711
C 0.854 -2.148 -4.709
C 0.063 -2.029 -3.538
C 0.452 -1.360 -2.398
P -0.603 -1.672 -0.889
C -0.714 -3.502 -0.738
C -1.381 -4.280 -1.689
C -1.428 -5.662 -1.579
C -0.811 -6.302 -0.513
C -0.180 -5.544 0.462
C -0.143 -4.161 0.350
C -2.251 -1.166 -1.474
C -3.407 -1.894 -1.170
C -4.649 -1.448 -1.602
C -4.750 -0.274 -2.341
C -3.607 0.449 -2.651
C -2.365 0.010 -2.218
C 1.681 -0.615 -2.475
C 2.490 -0.832 -3.595
H 2.684 3.134 -1.690
H 2.063 5.213 -2.819
H -0.347 7.064 -2.833
H -0.583 5.974 -4.176
H -2.603 6.800 -2.176
H -2.880 5.806 -3.584
H -4.329 4.390 -1.301
H -3.820 2.573 0.240
H -3.759 -0.025 0.654
H -6.032 -0.203 1.586
H -6.640 1.077 3.619
H -4.978 2.557 4.689
H -2.698 2.732 3.780
H -1.520 4.392 1.577
H -0.442 6.025 3.050
H 1.166 5.280 4.775
H 1.684 2.870 5.008
H 0.616 1.236 3.545
H 3.841 1.563 -0.945
H 5.293 0.946 -2.852
H 4.593 0.139 -5.717
H 5.258 -1.286 -4.957
H 2.868 -1.175 -6.683
H 3.560 -2.602 -5.952
H 0.465 -2.694 -5.560
H -0.906 -2.506 -3.560
H -1.909 -3.822 -2.513
H -1.962 -6.237 -2.326
H -0.834 -7.382 -0.438
H 0.279 -6.030 1.314
H 0.335 -3.605 1.141
H -3.344 -2.825 -0.621
H -5.535 -2.026 -1.373
H -5.718 0.064 -2.690
H -3.681 1.353 -3.244
H -1.478 0.572 -2.488
O 1.129 -1.576 2.681
O -0.753 -0.589 4.256
C -1.858 -1.790 1.974
H -1.680 -2.753 2.457
H -2.452 -1.987 1.087
H -2.482 -1.190 2.631
C 5.105 -2.364 2.288
C 4.073 -1.609 1.454
S 2.737 -2.702 0.985
O 1.716 -1.771 0.236
C 3.462 -3.650 -0.350
C 4.308 -2.890 -1.358
H 5.818 -1.662 2.719
H 5.671 -3.075 1.684
H 4.637 -2.923 3.103
H 4.497 -1.194 0.542
H 3.582 -0.810 2.005
H 2.583 -4.102 -0.816
H 4.011 -4.450 0.153
H 3.848 -1.939 -1.619
H 4.389 -3.482 -2.270
H 5.320 -2.709 -0.993
N 0.587 -2.150 7.411
C 0.589 -1.692 6.184
N 1.633 -1.540 5.412
S -1.032 -1.197 5.559
H 1.436 -2.461 7.867
H -0.257 -2.171 7.968
H 2.558 -1.786 5.740
H 1.489 -1.371 4.411
```